Here is C31H35ClN2Si2Tl as an isolated structure from OMol25. Energies are from ωB97M-V/def2-TZVPD.

```
72
C31H35ClN2Si2Tl (ωB97M-V/def2-TZVPD)
Tl 1.825 -1.151 3.425
Cl 2.124 0.573 0.838
Si 0.575 0.034 -0.506
Si 1.284 -0.136 -2.743
N 0.545 1.471 3.654
N 2.326 0.377 5.636
C 1.137 1.426 -3.710
C 0.691 3.651 -5.344
C 0.228 -2.675 0.485
C 2.173 1.895 -4.536
C 1.932 3.004 -5.360
C -1.305 -0.649 5.648
C 1.134 -3.854 -5.513
C -0.469 -3.898 0.471
C 2.000 -3.864 -4.413
C -1.731 1.215 0.719
C -2.352 -1.130 3.650
C 1.640 1.677 5.850
C 0.483 -1.590 -4.968
C -0.597 1.436 -0.068
C -0.333 3.187 -4.512
C -0.345 2.734 -0.525
C -1.361 -2.118 3.875
C -1.693 -1.601 -0.520
C -2.314 -0.229 4.752
C -0.704 -1.821 5.106
C -2.753 2.176 0.744
C 1.317 -1.615 -3.838
C -1.386 3.674 -0.571
C 2.099 -2.750 -3.572
C -2.614 3.377 0.029
C -1.756 -3.990 -0.078
C 0.386 -2.706 -5.798
C -2.368 -2.831 -0.570
C -0.115 2.065 -3.713
C -0.358 -1.527 -0.060
C 1.298 2.371 4.548
H 2.067 -0.267 6.374
H -1.246 4.644 -1.050
H -0.113 -0.698 -5.187
H 1.054 -4.729 -6.160
H -3.443 4.089 -0.026
H 0.730 1.510 6.446
H -0.322 1.186 4.115
H -2.235 -0.693 -0.814
H 1.222 -2.615 0.951
H 2.726 3.364 -6.016
H 0.668 2.985 -0.856
H -0.142 -0.230 -2.260
H 0.095 -2.396 5.557
H 0.322 1.938 2.769
H -3.384 -2.865 -0.967
H 2.205 -0.245 -1.537
H -0.277 -2.674 -6.659
H -2.282 -4.947 -0.120
H 0.699 3.278 4.768
H 2.767 -2.755 -2.709
H 3.333 0.521 5.719
H 0.512 4.519 -5.982
H -1.300 3.686 -4.476
H -1.043 -0.194 6.601
H -3.657 1.988 1.321
H 3.142 1.384 -4.539
H 2.322 2.324 6.412
H 2.598 -4.749 -4.205
H -1.128 -2.956 3.202
H 2.217 2.661 4.013
H -3.025 -1.092 2.793
H -2.964 0.628 4.885
H -0.932 1.695 -3.082
H -1.817 0.288 1.294
H -0.014 -4.788 0.911
```

As for the total charge: +1. The energy above the lowest of the compared OMol25 structures with the same formula, charge and spin is 34.6 kcal per mole. Its LUMO energy is -4.74 eV. For the gap between HOMO and LUMO, the calculation gives 3.581 eV.

Here are the Löwdin charges for atoms 1 to 4, given in e: number 1, Tl, carries 0.772; number 2, Cl, carries 0.298; number 3, Si, carries 0.307; number 4, Si, carries 0.738


Here is a 4-piece molecular cluster, C3H12O4 overall from OMol25. Energies are from ωB97M-V/def2-TZVPD.

```
19
C3H12O4 (ωB97M-V/def2-TZVPD)
O 0.064 -2.458 -0.839
O -2.571 -0.272 0.704
O -2.675 -2.245 -0.978
O 0.198 -0.249 0.733
C 2.485 2.656 0.226
C 2.015 1.240 0.178
C 0.731 1.017 0.543
H -3.079 -3.062 -0.843
H 0.683 -2.437 -1.468
H -3.439 -0.022 1.026
H -0.881 -0.389 0.784
H -1.651 -2.375 -0.905
H 3.186 2.785 1.076
H 1.617 3.361 0.261
H -2.703 -1.081 0.044
H 0.016 1.797 0.637
H 2.735 0.376 -0.089
H 0.263 -1.514 -0.378
H 3.008 2.873 -0.712
```

Its structure (SMILES) is C/C=C/O.O.O.O. The energy above the lowest of the compared OMol25 structures with the same formula, charge and spin is 29.9 kcal per mole. Its LUMO energy is 0.74 eV. For the gap between HOMO and LUMO, the calculation gives 9.254 eV.

Here are the Löwdin charges for atoms 1 to 4, given in e: number 1, O, carries -0.051; number 2, O, carries -0.112; number 3, O, carries -0.049; number 4, O, carries -0.117